(1)
84
Properties=species:S:1:pos:R:3:mulliken_charge:R:1 method="wB97M-V/def2-TZVPD" spin_multiplicity=1 e_tot_ha=-6843.73686 lumo_ha=0.015 smiles="CCOC(C)=O.CCOC(C)=O.CCOC(C)=O.CCOC(C)=O.CC(C)=O.CC(C)=O.BrCCBr" orbital_gap_ha=0.360 charge=0
C -4.148 6.980 15.809 -1.181
C -4.178 8.051 14.747 0.918
O -3.623 7.900 13.690 -0.537
C -4.958 9.322 15.048 -0.924
H -3.393 7.190 16.568 0.164
H -3.876 6.046 15.318 0.333
H -5.115 6.923 16.303 0.427
H -5.743 9.114 15.774 0.377
H -5.362 9.583 14.071 0.288
H -4.315 10.084 15.478 0.127
C -2.507 10.044 10.716 -0.714
C -1.726 9.751 9.454 0.694
O -1.412 10.643 8.702 -0.573
C -1.362 8.325 9.114 -0.977
H -3.498 10.364 10.378 0.374
H -2.076 10.870 11.277 0.212
H -2.610 9.157 11.337 0.104
H -2.052 7.966 8.346 0.309
H -1.462 7.619 9.938 0.282
H -0.339 8.324 8.746 0.293
O 0.656 8.609 17.426 -0.425
C 0.680 7.412 17.341 0.864
O 1.242 6.613 18.242 -0.365
C 2.093 7.177 19.230 -0.084
C 3.362 6.335 19.314 -1.090
C 0.034 6.642 16.227 -0.698
H 1.611 7.294 20.200 0.369
H 2.355 8.205 18.957 0.119
H 3.788 6.317 20.317 0.372
H 4.119 6.606 18.585 0.237
H 3.051 5.300 19.133 0.286
H 0.441 6.956 15.267 0.222
H -1.028 6.899 16.239 -0.087
H 0.096 5.559 16.282 0.369
O 4.162 15.500 11.764 -0.581
C 3.466 14.559 11.494 0.797
O 3.318 13.501 12.297 -0.294
C 4.083 13.491 13.497 -0.379
C 3.359 14.239 14.615 -0.949
C 2.494 14.546 10.342 -1.042
H 5.056 13.961 13.372 0.431
H 4.187 12.453 13.800 0.211
H 3.258 15.302 14.385 0.413
H 3.983 14.194 15.511 0.368
H 2.369 13.819 14.797 0.197
H 2.146 13.549 10.094 0.299
H 2.997 15.006 9.492 0.333
H 1.683 15.222 10.609 0.253
O 1.843 15.084 19.888 -0.561
C 2.443 15.091 18.851 0.696
O 2.886 13.978 18.232 -0.278
C 2.530 12.726 18.824 -0.467
C 1.206 12.220 18.282 -0.577
C 2.884 16.315 18.100 -0.878
H 2.477 12.837 19.907 0.379
H 3.319 12.016 18.585 0.323
H 0.869 11.318 18.787 0.325
H 1.380 11.935 17.240 -0.103
H 0.456 13.009 18.292 0.383
H 3.910 16.606 18.301 0.275
H 2.243 17.145 18.396 0.335
H 2.721 16.125 17.039 0.154
O 5.018 10.178 14.241 -0.616
C 4.608 9.210 14.825 0.242
O 5.379 8.169 15.196 -0.294
C 6.758 8.194 14.840 -0.235
C 7.586 7.609 15.970 -1.165
C 3.186 8.986 15.226 0.721
H 7.094 9.210 14.614 0.307
H 6.908 7.642 13.911 0.283
H 8.623 7.491 15.659 0.390
H 7.207 6.592 16.133 0.278
H 7.542 8.149 16.911 0.299
H 2.899 7.940 15.267 0.245
H 2.517 9.531 14.557 -0.659
H 3.035 9.419 16.221 0.113
Br -1.592 11.020 16.035 -0.176
C -0.619 10.079 14.636 0.798
C 0.379 11.022 14.048 -1.158
Br 1.158 10.222 12.445 -0.146
H -1.354 9.822 13.877 0.051
H -0.200 9.183 15.072 -0.366
H 1.214 11.305 14.685 0.244
H -0.038 11.963 13.702 0.694

***

(2)
93
Properties=species:S:1:pos:R:3:mulliken_charge:R:1 method="wB97M-V/def2-TZVPD" spin_multiplicity=3 e_tot_ha=-20240.66196 lumo_ha="-0.049 / -0.049" s_squared=2.005 orbital_gap_ha="0.285 / 0.280" charge=0
Ni -29.342 21.202 16.691 0.803
O -28.221 20.809 18.191 -0.709
C -27.378 19.772 17.783 0.767
C -27.382 19.452 16.286 0.834
O -28.532 19.808 15.585 -1.204
H -27.689 18.861 18.348 -0.206
H -26.368 19.894 18.205 0.302
H -27.131 18.401 16.070 -0.529
H -26.498 20.001 15.907 -0.109
C -30.363 16.055 17.715 -0.630
C -29.995 16.558 19.121 -0.865
C -30.396 18.011 19.315 0.135
S -31.232 18.522 17.811 0.762
O -30.771 19.840 17.436 -0.549
O -32.627 18.245 17.945 -0.651
C -30.501 17.268 16.781 0.116
H -31.300 15.497 17.723 0.328
H -29.586 15.412 17.308 0.374
H -28.905 16.505 19.221 0.198
H -30.283 15.896 19.936 0.368
H -29.553 18.695 19.426 -0.382
H -31.109 18.252 20.104 0.616
H -29.493 17.582 16.487 -0.501
H -31.017 17.111 15.837 0.576
C -28.031 21.779 10.403 -0.785
C -27.851 20.376 10.983 -0.796
C -27.350 20.442 12.412 0.516
S -26.180 21.803 12.385 1.259
O -24.831 21.396 12.080 -0.686
O -26.416 22.674 13.492 -0.612
C -26.889 22.648 10.921 -0.760
H -28.987 22.241 10.648 0.322
H -28.029 21.646 9.320 0.305
H -27.119 19.852 10.357 0.369
H -28.740 19.742 10.924 0.427
H -26.880 19.520 12.743 -0.256
H -28.125 20.700 13.136 0.011
H -26.094 22.962 10.252 0.411
H -27.292 23.550 11.379 0.317
C -26.065 24.016 18.883 -0.045
C -24.864 23.092 18.949 -0.539
C -24.565 22.725 17.509 0.036
S -24.569 24.308 16.672 1.037
O -25.262 24.239 15.418 -0.512
O -23.270 24.908 16.733 -0.714
C -25.653 25.131 17.905 -0.867
H -26.388 24.393 19.853 0.544
H -26.937 23.516 18.449 -0.233
H -25.079 22.167 19.503 -0.003
H -23.921 23.361 19.435 0.362
H -25.415 22.138 17.149 -0.212
H -23.652 22.197 17.253 0.312
H -26.416 25.690 17.374 0.447
H -25.031 25.808 18.492 0.329
C -28.287 15.555 14.270 0.192
C -28.610 16.605 13.218 -0.075
C -27.519 16.480 12.160 -0.909
S -25.983 16.108 12.995 1.082
O -25.265 17.336 13.205 -0.457
O -25.401 15.003 12.281 -0.758
C -26.758 15.494 14.523 -0.715
H -28.502 14.564 13.866 0.530
H -28.759 15.737 15.228 -0.710
H -28.505 17.636 13.577 -0.164
H -29.599 16.486 12.781 0.549
H -27.355 17.232 11.397 0.360
H -27.724 15.581 11.566 0.394
H -26.436 16.259 15.230 0.226
H -26.461 14.472 14.717 0.489
Br -25.754 16.357 20.995 -0.143
C -25.249 18.243 20.805 -0.008
C -25.017 18.896 22.148 -0.591
Br -23.449 18.105 23.032 -0.162
H -26.006 18.764 20.227 -0.247
H -24.315 18.128 20.265 0.426
H -25.909 18.749 22.745 0.432
H -24.688 19.917 21.991 0.307
Br -23.219 19.449 17.172 -0.164
C -23.584 18.788 15.380 0.089
C -22.558 19.360 14.414 -0.594
Br -22.636 21.328 14.519 -0.132
H -24.521 19.237 15.065 -0.369
H -23.598 17.705 15.398 0.462
H -22.863 19.108 13.400 0.355
H -21.537 19.044 14.599 0.438
Br -30.494 23.016 22.183 -0.138
C -29.397 22.056 20.898 -0.128
C -28.078 21.628 21.490 -0.174
Br -28.394 20.216 22.814 -0.177
H -29.085 22.706 20.080 0.222
H -29.890 21.178 20.499 0.142
H -27.500 22.388 22.001 0.537
H -27.488 21.192 20.684 -0.246

***

(3)
96
Properties=species:S:1:pos:R:3:mulliken_charge:R:1 method="wB97M-V/def2-TZVPD" spin_multiplicity=1 e_tot_ha=-11987.84263 lumo_ha=0.005 smiles=ClCCCl.ClCCCl.ClCCCl.ClCCCl.ClCCCl.ClCCCl.ClCCCl.ClCCCl.ClCCCl.ClCCCl.ClCCCl.ClCCCl orbital_gap_ha=0.383 charge=0
Cl 1.873 0.297 6.255 -0.208
C 1.541 -0.890 4.982 -0.282
C 2.617 -0.969 3.873 0.138
Cl 2.180 0.328 2.738 -0.120
H 0.516 -0.742 4.642 0.097
H 1.257 -1.804 5.502 0.347
H 2.532 -1.816 3.193 -0.430
H 3.647 -0.769 4.167 0.436
Cl -1.322 2.288 0.054 0.007
C -0.334 0.986 0.256 -0.165
C -0.593 -0.184 -0.748 -0.327
Cl 0.636 -1.357 -0.331 -0.097
H -0.350 0.615 1.281 -0.010
H 0.647 1.450 0.153 0.098
H -0.455 0.208 -1.756 0.117
H -1.576 -0.633 -0.610 0.334
Cl -6.212 4.172 -0.834 -0.154
C -5.010 5.313 -0.219 -0.421
C -3.710 5.027 -0.830 0.182
Cl -2.472 6.043 -0.062 -0.184
H -5.124 5.229 0.861 0.136
H -5.312 6.326 -0.487 0.389
H -3.819 5.069 -1.913 0.237
H -3.372 4.040 -0.516 -0.180
Cl 7.228 -5.783 3.043 -0.218
C 5.576 -5.525 2.443 -0.288
C 5.319 -3.975 2.364 -0.209
Cl 3.606 -3.681 2.007 -0.154
H 4.997 -6.109 3.159 0.209
H 5.585 -5.899 1.419 0.285
H 5.947 -3.526 1.595 0.016
H 5.607 -3.490 3.297 0.357
Cl -1.288 -1.839 2.905 -0.065
C -2.546 -2.180 4.065 -0.651
C -2.479 -3.611 4.569 -0.386
Cl -2.842 -4.896 3.338 -0.195
H -3.441 -1.984 3.475 0.343
H -2.612 -1.432 4.856 0.362
H -3.157 -3.788 5.404 0.358
H -1.451 -3.768 4.895 0.226
Cl 1.223 -0.310 -5.001 -0.209
C 2.153 0.792 -3.969 -0.129
C 3.559 1.014 -4.393 -0.142
Cl 4.464 1.804 -3.112 -0.213
H 2.064 0.308 -2.996 0.174
H 1.673 1.762 -3.842 0.108
H 3.741 1.561 -5.318 0.367
H 4.057 0.046 -4.461 0.038
Cl -2.542 6.719 4.372 -0.193
C -3.021 5.138 3.741 -0.245
C -1.885 4.359 3.148 -0.028
Cl -0.936 3.819 4.564 -0.194
H -3.911 5.271 3.127 0.017
H -3.529 4.563 4.515 0.400
H -1.290 4.950 2.452 0.213
H -2.349 3.441 2.789 0.035
Cl 7.690 -3.049 -0.583 -0.217
C 6.793 -3.298 -2.109 -0.545
C 5.461 -2.562 -2.137 -0.192
Cl 4.928 -2.535 -3.797 -0.225
H 6.700 -4.372 -2.270 0.347
H 7.457 -3.022 -2.928 0.378
H 5.609 -1.553 -1.753 0.313
H 4.712 -3.106 -1.562 0.154
Cl -3.380 1.262 -2.340 -0.138
C -3.216 1.333 -4.109 -0.632
C -2.102 2.273 -4.564 -0.051
Cl -2.261 4.007 -4.067 -0.181
H -4.257 1.593 -4.300 0.321
H -3.107 0.333 -4.530 0.381
H -2.093 2.278 -5.654 0.384
H -1.130 1.956 -4.185 -0.093
Cl 1.899 -7.473 -1.585 -0.184
C 0.901 -7.739 -0.211 -0.439
C 1.269 -6.870 1.002 -0.235
Cl 2.699 -7.368 1.900 -0.167
H 1.066 -8.777 0.077 0.302
H -0.100 -7.623 -0.626 0.308
H 0.417 -6.860 1.682 0.283
H 1.461 -5.854 0.657 0.135
Cl 2.496 3.645 -0.043 -0.165
C 2.340 4.221 -1.653 0.056
C 1.875 5.655 -1.756 -0.336
Cl 1.943 6.358 -3.359 -0.215
H 1.739 3.507 -2.215 -0.104
H 3.324 4.093 -2.104 0.275
H 2.538 6.306 -1.187 0.314
H 0.902 5.775 -1.280 0.207
Cl -7.694 0.941 0.050 -0.194
C -7.022 0.440 -1.505 0.008
C -7.962 0.929 -2.596 -0.411
Cl -7.212 0.662 -4.178 -0.203
H -7.006 -0.650 -1.514 0.405
H -6.007 0.819 -1.624 -0.165
H -8.104 2.007 -2.520 0.239
H -8.877 0.338 -2.629 0.348

***

(4)
86
Properties=species:S:1:pos:R:3:mulliken_charge:R:1 method="wB97M-V/def2-TZVPD" spin_multiplicity=1 e_tot_ha=-2000.80182 lumo_ha=0.017 smiles="C[C@@H](F)COC(N)=O.CCOC(C)=O.CCOC(C)=O.CCOC(C)=O.CCOC(C)=O.CCOC(C)=O" orbital_gap_ha=0.376 charge=0
C 5.462 -0.703 0.126 -1.526
C 3.959 -0.655 0.203 0.500
F 3.469 0.607 -0.162 -0.218
C 3.320 -1.628 -0.756 -0.437
O 1.899 -1.463 -0.913 -0.401
C 1.183 -0.818 0.038 0.535
N 0.350 0.180 -0.488 -0.094
O 1.273 -1.078 1.201 -0.618
H 5.876 0.115 0.716 0.422
H 5.805 -0.594 -0.906 0.340
H 5.830 -1.661 0.496 0.352
H 3.622 -0.823 1.226 0.212
H 3.712 -1.448 -1.758 0.263
H 3.570 -2.647 -0.457 0.250
H 0.666 0.428 -1.429 0.232
H -0.587 -0.197 -0.611 0.279
O 0.876 1.998 -2.510 -0.557
C 1.598 2.966 -2.521 0.777
O 1.329 3.941 -3.407 -0.412
C 2.040 5.188 -3.410 -0.425
C 3.341 5.102 -4.179 -0.994
C 2.794 3.057 -1.610 -0.933
H 2.189 5.544 -2.391 0.376
H 1.355 5.880 -3.895 0.341
H 4.035 4.399 -3.717 0.277
H 3.819 6.081 -4.212 0.359
H 3.152 4.772 -5.200 0.302
H 3.613 2.501 -2.066 0.249
H 2.520 2.555 -0.686 0.141
H 3.137 4.060 -1.377 0.414
O 5.574 -3.641 -1.609 -0.517
C 5.249 -4.499 -2.386 0.695
O 6.065 -5.561 -2.537 -0.379
C 5.724 -6.702 -3.336 -0.439
C 6.046 -6.494 -4.799 -0.928
C 4.001 -4.385 -3.226 -0.724
H 4.680 -6.979 -3.180 0.379
H 6.333 -7.503 -2.921 0.303
H 5.459 -5.684 -5.231 0.272
H 5.834 -7.405 -5.360 0.350
H 7.102 -6.250 -4.919 0.295
H 4.238 -3.773 -4.097 0.247
H 3.240 -3.867 -2.646 0.142
H 3.599 -5.333 -3.570 0.324
O -2.594 -5.471 5.232 -0.569
C -1.827 -4.547 5.217 0.711
O -1.763 -3.783 4.107 -0.379
C -0.981 -2.580 4.035 -0.494
C 0.469 -2.842 3.701 -0.717
C -0.902 -4.262 6.379 -0.873
H -1.093 -2.001 4.953 0.346
H -1.452 -2.008 3.237 0.300
H 0.963 -3.428 4.478 0.349
H 0.996 -1.897 3.584 0.220
H 0.546 -3.386 2.761 0.261
H -0.027 -4.904 6.276 0.241
H -1.422 -4.540 7.291 0.307
H -0.567 -3.232 6.453 0.308
O -2.573 6.242 0.722 -0.609
C -2.834 5.143 0.312 0.695
O -1.825 4.247 0.213 -0.400
C -2.042 2.876 -0.150 -0.315
C -2.109 2.689 -1.649 -0.705
C -4.223 4.758 -0.133 -0.810
H -2.930 2.484 0.350 0.313
H -1.183 2.346 0.259 0.265
H -2.956 3.223 -2.083 0.354
H -2.212 1.632 -1.899 0.289
H -1.198 3.058 -2.117 0.074
H -4.359 5.088 -1.164 0.301
H -4.943 5.290 0.481 0.344
H -4.441 3.696 -0.088 0.160
O -7.109 3.644 0.253 -0.574
C -7.229 2.984 1.249 0.784
O -7.674 1.715 1.126 -0.367
C -7.732 0.800 2.228 -0.409
C -8.999 0.960 3.041 -0.937
C -6.950 3.553 2.621 -0.908
H -6.837 0.886 2.844 0.343
H -7.704 -0.181 1.757 0.314
H -9.056 1.943 3.508 0.277
H -9.035 0.206 3.827 0.352
H -9.872 0.837 2.400 0.295
H -7.840 4.092 2.948 0.287
H -6.138 4.269 2.529 0.245
H -6.694 2.817 3.377 0.311

***

(5)
86
Properties=species:S:1:pos:R:3:mulliken_charge:R:1 method="wB97M-V/def2-TZVPD" spin_multiplicity=1 e_tot_ha=-1996.56234 lumo_ha=0.015 smiles="CCOC(=O)OC.CCOC(=O)OC.CCOC(C)=O.CCOC(C)=O.CCOC(C)=O.CCOC(C)=O" orbital_gap_ha=0.381 charge=0
C 0.388 -3.893 -9.618 -1.000
C 0.877 -3.809 -8.195 -0.333
O 0.357 -2.736 -7.412 -0.337
C -0.882 -2.869 -6.985 0.797
O -1.704 -3.842 -7.034 -0.637
O -1.176 -1.696 -6.557 -0.296
C -2.568 -1.364 -6.461 -0.687
H 0.681 -4.864 -10.018 0.327
H 0.611 -3.077 -10.306 0.293
H -0.698 -3.976 -9.600 0.305
H 1.955 -3.669 -8.113 0.362
H 0.904 -4.757 -7.657 0.352
H -3.255 -2.173 -6.709 0.350
H -2.751 -0.371 -6.871 0.254
H -2.732 -1.163 -5.403 0.250
C 8.626 0.738 -6.420 -1.207
C 8.264 -0.489 -5.582 -0.192
O 6.879 -0.654 -5.562 -0.265
C 6.356 -1.509 -4.681 0.699
O 6.987 -2.282 -4.002 -0.552
O 5.083 -1.125 -4.455 -0.282
C 4.213 -1.960 -3.763 -0.622
H 9.695 0.941 -6.371 0.354
H 8.148 1.670 -6.117 0.313
H 8.222 0.738 -7.432 0.324
H 8.646 -0.254 -4.589 0.283
H 8.737 -1.443 -5.814 0.334
H 4.038 -2.954 -4.176 0.303
H 3.289 -1.402 -3.919 0.219
H 4.600 -2.086 -2.752 0.290
O 2.109 4.405 12.188 -0.576
C 1.542 4.308 11.095 0.747
O 0.353 3.834 10.920 -0.349
C -0.242 3.061 12.007 -0.225
C 0.266 1.624 12.226 -1.052
C 2.197 4.887 9.812 -1.004
H -1.299 2.960 11.759 0.298
H -0.203 3.678 12.905 0.337
H 0.259 1.060 11.294 0.282
H -0.276 1.040 12.969 0.354
H 1.331 1.770 12.411 0.303
H 1.587 4.707 8.926 0.317
H 3.213 4.542 9.621 0.288
H 2.241 5.975 9.767 0.281
O -0.040 2.325 3.852 -0.581
C 0.016 1.163 4.213 0.797
O -0.758 0.172 3.810 -0.319
C -1.689 0.340 2.726 -0.270
C -0.867 0.182 1.409 -1.032
C 0.845 0.643 5.329 -1.055
H -2.159 1.319 2.821 0.309
H -2.442 -0.445 2.664 0.299
H -0.244 0.996 1.037 0.266
H -1.622 0.282 0.629 0.388
H -0.441 -0.819 1.353 0.285
H 1.182 -0.371 5.113 0.336
H 0.284 0.474 6.248 0.274
H 1.683 1.334 5.415 0.305
O 3.754 3.758 -0.787 -0.616
C 3.383 3.481 0.308 0.767
O 2.641 4.200 1.000 -0.232
C 2.407 5.577 0.522 -0.207
C 1.074 5.904 1.169 -1.117
C 3.805 2.321 1.093 -0.972
H 2.281 5.665 -0.557 0.281
H 3.234 6.190 0.880 0.265
H 0.294 5.193 0.895 0.290
H 0.626 6.843 0.842 0.411
H 1.113 5.977 2.255 0.283
H 3.679 2.518 2.157 0.315
H 4.790 1.886 0.922 0.310
H 3.029 1.568 0.961 0.219
O -8.201 -4.043 -0.190 -0.609
C -8.418 -3.916 -1.427 0.756
O -9.588 -4.185 -1.968 -0.300
C -10.711 -4.475 -1.066 -0.181
C -11.806 -5.105 -1.811 -1.167
C -7.336 -3.475 -2.382 -0.914
H -11.011 -3.634 -0.442 0.345
H -10.456 -5.223 -0.315 0.270
H -11.322 -5.988 -2.228 0.304
H -12.121 -4.534 -2.684 0.301
H -12.662 -5.447 -1.229 0.363
H -7.732 -3.316 -3.385 0.285
H -6.571 -4.243 -2.493 0.267
H -6.793 -2.616 -1.987 0.280